Record 1
{
  "formula": "C33H28As2BCl5N4O11S3W",
  "method": "the ωB97M-V functional and the def2-TZVPD basis",
  "symbols": ["W", "N", "C", "N", "C", "C", "S", "C", "C", "S", "C", "N", "N", "H", "H", "H", "H", "H", "H", "Cl", "C", "C", "Cl", "C", "Cl", "C", "O", "C", "Cl", "C", "Cl", "S", "C", "O", "B", "O", "C", "C", "C", "C", "C", "C", "H", "H", "H", "H", "C", "O", "C", "O", "C", "C", "As", "C", "C", "C", "As", "C", "C", "O", "O", "C", "C", "O", "O", "C", "C", "O", "O", "C", "H", "H", "H", "H", "H", "H", "H", "H", "H", "H", "H", "H", "H", "H", "H", "H", "H", "H"],
  "positions_angstrom": [[-0.25944, -0.72607, -0.64175], [-1.15324, 2.79486, -1.89950], [0.06574, 2.28981, -2.20701], [0.59179, 1.23290, -1.62634], [1.81894, 0.89829, -2.14261], [2.30880, 1.74315, -3.09828], [1.07859, 2.93890, -3.42776], [2.50026, -0.26775, -1.54509], [3.77943, -0.65664, -1.70053], [4.23278, -1.81348, -0.55023], [2.68723, -1.63811, 0.22138], [1.85060, -0.86979, -0.45912], [2.43446, -2.24827, 1.37994], [-1.82997, 2.16767, -1.43274], [-1.49168, 3.61544, -2.36319], [3.21643, 1.66283, -3.65814], [4.42856, -0.30090, -2.50230], [3.10836, -2.88855, 1.79427], [1.47462, -2.37854, 1.67009], [2.27177, -2.90504, -7.50875], [1.61277, -2.53268, -5.95043], [0.70352, -1.45787, -5.86477], [0.33747, -0.45848, -7.18361], [0.12434, -1.12150, -4.67291], [-1.04866, 0.15968, -4.53703], [0.38437, -1.95142, -3.53313], [-0.28945, -1.70799, -2.44028], [1.34989, -2.94235, -3.63025], [1.78996, -3.76822, -2.17234], [1.96632, -3.25597, -4.81771], [3.22530, -4.41903, -4.79017], [-2.67905, -0.02565, -1.49173], [-2.73212, -0.89567, -0.09236], [-0.32883, -2.91339, 1.80843], [-0.45788, -2.68175, 0.40055], [-0.60786, -3.89452, -0.24922], [-0.58537, -4.85217, 0.69405], [-0.77440, -6.21593, 0.60896], [-0.77555, -6.96660, 1.72966], [-0.55169, -6.34848, 2.96479], [-0.39747, -4.99160, 3.11433], [-0.42711, -4.28144, 1.95602], [-1.01173, -6.67308, -0.36199], [-0.96025, -8.03193, 1.70955], [-0.47615, -6.98580, 3.86105], [-0.25962, -4.47177, 4.07386], [4.22999, 1.28105, 1.29952], [2.83883, 1.55654, 1.01747], [2.15867, 1.84456, 2.12299], [2.55313, 1.78030, 3.28217], [0.69034, 2.20465, 1.80947], [0.22019, 3.45339, 1.81346], [-1.60276, 3.97644, 2.18275], [-1.93090, 5.12776, 0.62339], [-2.58821, 2.43188, 1.47904], [-2.12642, 1.14303, 1.47092], [-0.33169, 0.52868, 1.68320], [-0.16269, -0.11615, 3.56554], [-3.00561, 0.02245, 1.14245], [-4.03065, -0.24176, 1.77042], [-3.13072, -2.14690, -0.03102], [-3.09783, -2.95631, -1.23724], [-3.93871, 2.73200, 0.99577], [-4.28818, 2.46048, -0.13038], [-4.64862, 3.44709, 1.86708], [-5.95870, 3.82889, 1.45735], [1.15402, 4.63985, 2.12617], [0.79898, 5.62895, 2.70949], [2.39966, 4.48961, 1.69245], [3.34780, 5.44395, 2.21545], [4.70260, 1.15712, 0.33506], [4.33161, 0.37184, 1.91647], [4.67691, 2.09189, 1.86243], [-1.39231, 6.07917, 0.77716], [-2.99034, 5.32702, 0.62568], [-1.62618, 4.61326, -0.28465], [-0.14754, 0.75528, 4.24596], [0.82372, -0.58318, 3.61952], [-0.95650, -0.79571, 3.81508], [-2.95357, -3.96899, -0.82640], [-2.32168, -2.68740, -1.95541], [-4.05825, -2.80283, -1.72397], [-6.27834, 4.50614, 2.27782], [-6.59727, 2.94486, 1.30718], [-5.87941, 4.45007, 0.55269], [4.22926, 5.39792, 1.57229], [3.62041, 5.15380, 3.25679], [3.02212, 6.46420, 2.26274]],
  "forces_ev_per_angstrom": [[-0.8, 0.5, -0.4], [0.2, -0.7, 0.4], [-0.2, 0.0, 0.0], [-0.6, -0.9, 0.3], [1.1, 0.2, -0.7], [-1.4, -0.4, 0.6], [0.7, 0.2, -0.1], [0.2, 0.7, 0.5], [-0.2, 0.6, -1.5], [0.1, -0.2, 0.7], [0.4, -0.2, -0.6], [0.5, -0.3, 0.0], [0.1, -0.4, 0.5], [0.5, 0.6, -0.3], [-0.1, 0.0, -0.2], [0.2, 0.2, -0.1], [0.0, -0.3, 0.5], [-0.2, 0.4, -0.4], [-0.2, 0.0, 0.1], [0.1, -0.1, 0.4], [0.0, 0.2, -0.7], [0.5, -0.1, 0.0], [0.1, 0.1, -0.9], [-0.2, -1.1, 1.3], [0.4, -0.5, 0.1], [-0.5, 1.5, -0.7], [0.1, 0.2, 1.1], [-0.2, -0.1, 1.0], [-0.1, 0.0, -0.1], [0.3, 0.3, -0.5], [0.0, -0.1, -0.5], [0.9, 0.2, -1.0], [-0.4, 0.3, 0.8], [-0.1, 0.2, -0.6], [0.2, 0.3, 0.5], [0.0, 0.3, -0.5], [-0.1, -0.7, 2.0], [-0.6, 0.3, -3.0], [0.3, -0.3, 2.0], [0.1, -1.6, 1.1], [0.2, 0.5, 0.8], [0.0, 0.5, -1.1], [0.3, 0.2, 0.4], [0.1, 0.0, -0.1], [-0.2, 0.4, -0.5], [-0.1, -0.5, -0.4], [0.1, -0.6, 0.2], [0.5, 0.0, 0.8], [-0.9, 0.6, 1.2], [-0.4, 0.0, -2.1], [0.8, -0.5, 0.2], [0.9, 0.1, 0.6], [-0.6, 0.3, -0.1], [0.5, 0.3, 0.4], [1.8, -1.9, 0.7], [-0.6, 2.2, 0.0], [0.2, 0.5, 0.6], [0.7, 1.0, -0.4], [-2.7, -2.4, 0.8], [1.8, 0.7, -1.0], [0.4, 0.3, 0.5], [-0.6, -0.4, 0.3], [-0.8, 0.4, -0.7], [-0.1, 0.0, 0.3], [0.7, -0.6, 0.1], [-0.4, 1.1, 0.2], [-0.2, -0.2, -0.2], [-0.7, -0.2, 0.1], [0.3, -0.1, -0.1], [1.1, -0.6, 0.8], [0.1, 0.0, -0.1], [-0.1, 0.3, -0.4], [0.0, 0.2, 0.0], [-0.2, -0.5, -0.2], [-0.4, 0.2, -0.2], [0.0, 0.2, 0.0], [-0.2, -0.4, -0.5], [-0.2, -0.1, 0.1], [-0.3, -0.3, -0.1], [-0.3, 0.5, -0.6], [0.2, 0.1, 0.5], [-0.1, -0.3, 0.0], [-0.2, -0.8, -0.5], [0.2, 0.5, 0.1], [-0.2, -0.5, 0.1], [-0.2, -0.2, 0.1], [-0.2, 0.0, -0.8], [-0.7, 0.3, -0.3]],
  "mulliken_spin": [2.43, 0.01, 0.01, -0.04, 0.04, 0.00, 0.00, -0.01, 0.00, 0.00, 0.05, 0.02, 0.02, -0.01, 0.00, 0.00, 0.00, 0.00, 0.01, 0.00, 0.01, 0.00, 0.00, 0.00, 0.00, 0.02, 0.13, -0.01, 0.00, 0.00, 0.00, 0.04, 0.27, 0.02, -0.21, 0.02, 0.00, 0.00, 0.00, 0.00, 0.00, 0.00, 0.00, 0.00, 0.00, 0.00, 0.00, 0.00, 0.00, 0.00, 0.02, 0.00, 0.00, 0.00, 0.06, 0.05, 0.02, 0.02, -0.13, 0.02, 0.11, -0.01, 0.00, 0.00, 0.00, 0.00, 0.00, 0.00, 0.00, 0.00, 0.00, 0.00, 0.00, 0.00, 0.00, 0.00, 0.00, 0.00, 0.00, 0.00, -0.01, 0.01, 0.00, 0.00, 0.00, 0.00, 0.00, 0.00],
  "spin_multiplicity": 4,
  "lumo_energy_ev": [-3.29, -4.55],
  "e_above_lowest_kj_mol": 0.0,
  "energy_ha": -10379.8512,
  "homo_lumo_gap_ev": [6.95, 5.92],
  "total_charge": 1
}

=====

Record 2
{
  "formula": "C11H30ClGdI2N2P2S",
  "method": "the ωB97M-V functional and the def2-TZVPD basis",
  "symbols": ["I", "I", "Gd", "P", "C", "C", "H", "H", "H", "H", "H", "H", "C", "H", "H", "H", "P", "C", "C", "H", "H", "H", "C", "H", "H", "H", "H", "H", "H", "Cl", "C", "C", "N", "C", "S", "N", "C", "C", "H", "H", "H", "H", "H", "H", "H", "H", "H", "H", "H", "H"],
  "positions_angstrom": [[-0.46560, -1.05569, -5.12031], [1.93538, -1.21177, -4.38472], [0.00000, 0.00000, 0.00000], [0.61887, 2.18775, -0.45042], [2.35088, 2.67258, -0.10137], [0.38569, 2.67186, -2.20156], [0.60977, 3.73369, -2.35170], [-0.09761, 4.45169, 0.15418], [-0.65223, 2.46480, -2.47458], [-1.42206, 3.24664, 0.25918], [3.02813, 2.04218, -0.68412], [1.04061, 2.06545, -2.83294], [-0.36459, 3.43488, 0.46217], [2.52377, 3.72372, -0.35464], [-0.18851, 3.31775, 1.53473], [2.56476, 2.51433, 0.95913], [-0.88339, -2.11405, 0.35078], [0.22901, -3.40041, 1.03260], [-2.31194, -2.13501, 1.49714], [-2.27911, -2.20265, -1.60717], [-2.03410, -3.84975, -0.94054], [-0.74101, -3.04698, -1.88060], [-1.55393, -2.89135, -1.16630], [-3.05382, -1.42314, 1.12617], [-2.75122, -3.13633, 1.56325], [-0.29860, -4.35206, 1.15477], [0.61305, -3.07067, 2.00181], [-1.98286, -1.81202, 2.48828], [1.07828, -3.53957, 0.35816], [-2.16917, 0.61106, -0.78339], [4.27873, -1.67163, 5.06329], [3.93394, -0.38585, 4.31903], [2.90338, -0.63648, 3.33070], [1.63459, 0.02684, 3.22983], [0.90309, 0.01483, 1.78443], [0.96003, 0.69961, 4.30312], [1.14822, 0.46916, 5.72209], [1.53509, 1.76714, 6.42336], [3.39298, -2.06031, 5.60648], [5.09041, -1.47331, 5.79452], [4.62587, -2.44557, 4.34608], [3.65972, 0.41529, 5.02287], [4.84403, -0.02496, 3.79323], [3.17805, -1.25283, 2.54955], [0.16348, 1.30714, 4.05404], [0.18842, 0.10715, 6.14920], [1.88347, -0.32406, 5.92819], [0.74613, 2.53366, 6.26843], [1.64552, 1.58413, 7.51277], [2.49459, 2.15731, 6.02564]],
  "forces_ev_per_angstrom": [[-2.2, 0.2, -0.6], [2.1, -0.1, 0.8], [-3.6, 0.3, -11.8], [2.4, 8.2, -2.1], [0.0, -0.1, 0.1], [-0.1, -0.1, 0.0], [0.0, -0.2, 0.1], [0.0, -0.2, 0.0], [0.1, 0.1, -0.1], [0.1, 0.1, 0.0], [0.0, 0.1, 0.0], [0.0, 0.1, 0.0], [-0.2, -0.3, 0.2], [0.0, -0.2, 0.0], [0.0, 0.1, -0.1], [0.0, 0.1, -0.1], [-3.5, -8.4, 1.1], [0.0, -0.1, 0.0], [0.0, 0.1, 0.0], [0.0, -0.2, 0.0], [0.1, 0.1, -0.1], [-0.1, -0.1, 0.0], [0.0, 0.0, 0.0], [0.0, -0.1, 0.1], [0.1, 0.2, 0.0], [0.2, 0.1, 0.0], [-0.1, -0.1, 0.0], [-0.1, -0.1, 0.0], [-0.1, -0.1, 0.0], [-1.4, 0.4, -0.1], [0.1, -0.3, 0.3], [1.1, 0.1, 0.7], [-4.0, 2.1, -0.5], [3.0, 0.1, 6.7], [4.6, 0.1, 8.5], [2.0, -2.1, -3.3], [-0.1, 0.0, 1.3], [0.2, 0.3, 0.3], [0.5, 0.1, -0.3], [-0.5, -0.2, -0.5], [-0.2, 0.4, 0.5], [-0.2, -0.3, -0.5], [-0.6, -0.1, 0.1], [-0.6, 0.7, 0.5], [0.7, -0.7, -0.1], [0.4, 0.1, -0.4], [-0.3, 0.3, -0.4], [0.5, -0.4, 0.2], [-0.1, 0.2, -0.7], [-0.5, -0.1, 0.3]],
  "mulliken_spin": [0.00, 0.00, 7.15, -0.15, 0.01, 0.00, 0.00, 0.00, 0.00, 0.00, 0.00, 0.00, -0.01, 0.00, 0.00, 0.00, -0.03, 0.00, 0.00, 0.00, 0.00, 0.00, 0.00, 0.00, 0.00, 0.00, 0.00, 0.00, 0.00, -0.07, 0.00, 0.00, 0.00, -0.02, 0.12, 0.00, 0.00, 0.00, 0.00, 0.00, 0.00, 0.00, 0.00, 0.00, 0.00, 0.00, 0.00, 0.00, 0.00, 0.00],
  "spin_multiplicity": 8,
  "lumo_energy_ev": [-7.56, -7.24],
  "e_above_lowest_kj_mol": 533.8,
  "energy_ha": -3448.0300,
  "homo_lumo_gap_ev": [6.19, 6.50],
  "total_charge": 2
}

=====

Record 3
{
  "formula": "C4H12NO",
  "method": "the ωB97M-V functional and the def2-TZVPD basis",
  "symbols": ["C", "C", "C", "C", "N", "H", "H", "H", "H", "H", "H", "H", "H", "H", "H", "H", "H", "O"],
  "positions_angstrom": [[0.52075, 2.15256, -0.26253], [1.36195, 1.14474, 0.54254], [0.35706, 0.04760, 1.03617], [0.66893, -1.80037, -0.67304], [0.05370, -0.81120, -0.18203], [1.00376, 3.12457, -0.36135], [0.25303, 1.75749, -1.23983], [-0.35657, 2.35321, 0.34925], [2.05770, 0.51869, -0.01894], [1.83456, 1.57156, 1.42136], [0.68046, -0.72504, 1.74309], [-0.66440, 0.31952, 1.28423], [1.72582, -1.94782, -0.41047], [0.30993, -2.54229, -1.37773], [-0.97991, -1.00922, -0.31687], [-3.25337, -0.67524, -0.33385], [-2.98157, -2.17176, -0.57168], [-2.59182, -1.30701, -0.62834]],
  "forces_ev_per_angstrom": [[0.7, 0.1, 0.6], [-1.7, -1.1, 0.8], [0.5, -1.1, -1.5], [2.8, 0.2, 0.3], [-2.6, -2.0, 0.3], [0.2, -0.2, -0.3], [-0.1, 0.1, 0.0], [-0.3, 0.0, -0.3], [0.5, 0.7, -0.1], [0.2, 0.2, -0.1], [0.4, 0.7, 0.2], [0.3, 0.8, 0.5], [-0.2, 0.1, 0.0], [-0.8, 0.4, 0.0], [0.3, 1.2, -0.4], [-0.2, 0.0, 0.0], [-0.4, -0.6, 0.0], [0.5, 0.5, 0.0]],
  "nbo_charge": [-0.62, -0.40, -0.20, 0.12, -0.42, 0.24, 0.22, 0.21, 0.21, 0.24, 0.23, 0.22, 0.20, 0.23, 0.46, 0.51, 0.50, -0.95],
  "spin_multiplicity": 1,
  "lumo_energy_ev": -4.60,
  "e_above_lowest_kj_mol": 158.2,
  "energy_ha": -289.3146,
  "homo_lumo_gap_ev": 11.27,
  "total_charge": 1
}